This record from OMol25 describes C38H56BClN8O6P2SSn as an isolated structure. The level of theory is ωB97M-V/def2-TZVPD.

```
114
Properties=species:S:1:pos:R:3:lowdin_charge:R:1
Sn 0.87892 0.33932 0.91456 0.990
C -2.39456 -2.62299 -1.91787 -0.096
C -3.66402 -1.96109 -1.36680 -0.694
C -4.70245 -1.88037 -2.48169 -0.100
C -4.18734 -2.85904 -0.23849 -0.116
P -3.09443 -0.34016 -0.57076 1.164
C -2.24396 0.48626 -2.00518 -0.307
N -0.87498 0.04774 -2.21367 -0.018
B 0.18318 -0.27239 -1.26208 -0.602
N 1.23140 -0.82712 -2.11266 -0.039
C 2.58213 -1.21511 -1.75378 -0.287
P 2.62265 -1.87113 -0.02090 1.042
C 4.37348 -1.52962 0.57963 -0.695
C 4.30016 -1.59145 2.11414 -0.112
C 5.46367 -2.47476 0.07768 -0.103
C 4.74739 -0.09147 0.19605 -0.112
C 2.35898 -3.72735 -0.26810 -0.688
C 2.48069 -4.40206 1.10134 -0.107
C 3.22900 -4.46213 -1.28934 -0.098
C 0.89450 -3.83472 -0.71627 -0.117
C 0.87385 -0.72663 -3.44180 -0.175
C 1.57352 -1.03684 -4.59619 -0.024
C 0.95194 -0.83383 -5.82891 -0.127
C -0.33595 -0.32338 -5.89767 -0.126
C -1.03933 0.00620 -4.73685 -0.030
C -0.42962 -0.19307 -3.50924 -0.185
C -4.60115 0.79878 -0.45691 -0.695
C -5.17775 1.35277 -1.76280 -0.096
C -5.71161 0.06529 0.30171 -0.115
C -4.12582 1.97433 0.40921 -0.103
H -2.60186 -3.67833 -2.13064 0.085
H -2.05509 -2.15403 -2.84220 0.077
H -1.57963 -2.57510 -1.19511 0.056
H -4.81726 -2.86805 -2.94473 0.079
H -5.68056 -1.57893 -2.10254 0.056
H -4.40816 -1.18375 -3.26964 0.069
H -4.35334 -3.87276 -0.62173 0.076
H -3.45822 -2.91220 0.57210 0.061
H -5.12865 -2.49618 0.17565 0.054
H -2.81075 0.29367 -2.91789 0.064
H -2.29518 1.56263 -1.81862 0.073
H 2.94777 -1.96555 -2.46000 0.071
H 3.23478 -0.34113 -1.81441 0.086
H 4.04397 -2.58859 2.47640 0.058
H 5.27138 -1.31483 2.53748 0.081
H 3.55405 -0.88931 2.49231 0.061
H 5.35290 -3.48090 0.48514 0.056
H 5.47738 -2.53934 -1.01270 0.077
H 6.43786 -2.09322 0.40306 0.079
H 3.96173 0.63500 0.41517 0.037
H 5.63090 0.20088 0.77254 0.088
H 5.00220 -0.00242 -0.86142 0.078
H 3.51845 -4.45277 1.43711 0.059
H 1.89710 -3.86674 1.85432 0.077
H 2.09777 -5.42678 1.04167 0.080
H 4.24834 -4.61248 -0.93922 0.054
H 2.79602 -5.45073 -1.48010 0.078
H 3.26977 -3.94090 -2.24746 0.065
H 0.23387 -3.31150 -0.02152 0.042
H 0.74215 -3.41149 -1.71093 0.078
H 0.60371 -4.89088 -0.74435 0.084
H 2.58961 -1.40674 -4.54953 0.096
H 1.49071 -1.06082 -6.74100 0.084
H -0.79898 -0.15745 -6.86285 0.084
H -2.03115 0.43292 -4.81380 0.097
H -5.65401 0.58182 -2.36928 0.056
H -5.93895 2.10355 -1.52152 0.082
H -4.42252 1.85117 -2.37118 0.068
H -6.19537 -0.69051 -0.32142 0.052
H -5.31735 -0.41974 1.19677 0.062
H -6.47796 0.78364 0.61133 0.079
H -3.46459 2.64309 -0.14078 0.061
H -4.98809 2.56871 0.72878 0.087
H -3.59703 1.63764 1.30376 0.060
N -3.18117 -1.02839 3.01968 0.030
C -1.93092 -0.43421 2.82258 -0.909
S -0.68048 -1.50430 2.22152 0.450
N -1.86636 0.81259 3.13646 0.054
N -0.54990 1.32925 3.13812 -0.175
C 0.15823 0.94463 4.31353 -0.079
C 1.30457 1.55810 4.62714 -0.209
C 2.19101 1.29612 5.74676 -0.042
C 3.42009 1.84615 5.80009 -0.122
C 3.87406 2.74958 4.77532 -0.111
C 2.98077 3.12085 3.82327 -0.043
N 1.73136 2.62376 3.83012 -0.017
H -3.12819 -2.03332 3.05238 0.041
H -3.69370 -0.60986 3.78175 0.077
H -0.29954 0.20013 4.94426 0.113
H 1.83873 0.61537 6.51088 0.102
H 4.07767 1.61096 6.62919 0.087
H 4.88400 3.12770 4.75108 0.077
H 3.19001 3.80102 3.00852 0.137
O -2.07014 5.57212 2.95619 -0.033
C -2.10949 5.55377 1.69126 -0.636
O -2.58332 6.41062 0.93248 -0.030
C -1.48550 4.34387 1.02745 -0.051
C -1.28321 4.20747 -0.33164 -0.019
N -0.68911 3.01671 -0.54173 0.029
N -0.47482 2.37684 0.61094 0.013
C -0.93581 3.16354 1.56568 -0.140
C -0.53035 2.78315 2.96609 -0.475
O -1.14542 3.44996 3.96100 0.072
O 0.89528 3.14001 2.84994 0.009
H -1.53953 4.32130 3.59262 0.047
H -1.52962 4.89225 -1.12496 0.130
H -0.20450 2.65469 -1.35604 0.129
Cl 2.05248 3.62651 -3.61383 0.495
C 2.70561 4.01351 -1.98307 -0.494
C 2.78654 2.80170 -1.02819 -0.757
O 3.69517 2.87352 -0.19103 -0.030
O 1.90810 1.91474 -1.17564 -0.174
H 2.03628 4.75498 -1.54912 0.064
H 3.69090 4.44810 -2.11446 0.056
```

Results
* charge: -2
* spin multiplicity: 1
* Kohn-Sham gap: 5.4 eV
* HOMO energy: -1.5 eV